<P>
Here is a 9-piece molecular cluster, C36H96N6O15 overall from the OMol25 dataset. Energies are from ωB97M-V/def2-TZVPD.

## Properties
SMILES string = COCCNCCOC.COCCNCCOC.COCCNCCOC.COCCNCCOC.COCCNCCOC.COCCNCCOC.O.O.O
HOMO level = -8.03 eV
charge = 0
Kohn-Sham gap = 8.19 eV

The geometry in XYZ format:
```
153
Properties=species:S:1:pos:R:3:lowdin_charge:R:1
O -3.831 5.168 -1.847 -0.20
O 0.355 -1.988 -3.638 -0.20
O 2.706 -3.766 -8.006 -0.05
O -4.405 3.678 3.045 -0.17
O 2.965 1.902 5.143 -0.17
O 0.632 7.631 6.721 -0.20
O -8.946 3.514 -0.575 -0.20
O 5.353 -4.804 1.573 -0.19
O -1.236 -2.293 -7.117 -0.05
O 6.576 -8.631 -0.703 -0.19
O 5.118 -2.750 -2.724 -0.18
O 0.796 -3.893 0.388 -0.23
O 0.066 1.608 1.081 -0.20
O -4.852 -0.014 -5.213 -0.17
O 2.051 1.756 -1.385 -0.06
N -6.288 3.831 0.815 -0.05
N 0.477 -0.737 -0.899 -0.03
N 5.126 -5.984 -2.919 -0.07
N 2.487 -4.835 2.260 -0.05
N 2.249 5.442 6.151 -0.10
N -4.016 2.537 -3.434 -0.05
C 3.455 -4.421 3.274 -0.21
C 0.370 -4.232 -0.928 -0.09
C 0.154 -4.599 1.430 -0.20
C 5.713 -7.213 -2.419 -0.22
C 2.263 2.958 5.694 -0.26
C -2.834 4.669 -2.734 -0.20
C 6.200 -7.288 -0.987 -0.22
C -0.257 -0.346 -2.090 -0.22
C 0.496 -0.562 -3.445 -0.17
C -6.645 3.227 2.051 -0.27
C -0.313 2.992 1.198 -0.07
C -10.273 3.142 -0.743 -0.14
C 2.967 4.313 5.557 -0.21
C -5.137 0.348 -3.857 -0.21
C -0.317 -0.615 0.340 -0.19
C -5.827 3.658 3.219 -0.22
C -2.927 3.110 -2.638 -0.20
C 1.146 -2.409 -4.791 -0.10
C 1.119 -4.580 2.646 -0.21
C 5.388 -3.677 -3.753 -0.21
C -7.973 2.455 -0.460 -0.18
C -0.123 8.409 7.589 -0.13
C -3.645 6.541 -1.524 -0.11
C -6.510 3.039 -0.395 -0.16
C 5.671 -3.445 1.389 -0.12
C -4.190 -1.260 -5.260 -0.12
C 2.714 1.637 3.772 -0.08
C 3.835 -2.891 -2.140 -0.11
C -3.912 2.373 2.795 -0.11
C -0.950 0.735 0.586 -0.23
C 2.017 7.735 6.889 -0.22
C 4.863 -4.998 2.905 -0.20
C -3.986 1.108 -3.220 -0.23
C 7.051 -8.752 0.611 -0.12
C 2.722 6.777 5.876 -0.18
C 6.063 -4.920 -3.141 -0.21
H 3.781 6.870 6.117 0.12
H 2.199 7.579 7.955 0.12
H -4.867 -2.041 -4.909 0.09
H -7.716 3.404 2.179 0.13
H 3.031 2.558 3.273 0.08
H 0.006 3.237 2.211 0.08
H -1.450 1.132 -0.299 0.10
H 0.419 -5.312 -1.084 0.09
H -1.234 -2.517 -8.050 0.04
H -0.415 0.732 -2.006 0.08
H -5.294 4.017 0.885 0.10
H 3.950 4.151 6.005 0.12
H -1.712 0.660 1.366 0.12
H 2.220 -3.866 -7.184 0.01
H 2.243 -4.330 -8.630 0.03
H -1.377 3.066 0.965 0.07
H -1.181 8.494 7.348 0.09
H 2.225 2.806 6.774 0.13
H 3.140 0.749 3.314 0.09
H 5.395 -6.962 -0.323 0.12
H 7.867 -8.031 0.737 0.08
H -2.902 5.040 -3.762 0.12
H 0.834 -3.350 -5.245 0.08
H 1.253 3.208 5.354 0.12
H -2.007 2.749 -3.113 0.10
H -4.411 1.784 2.024 0.08
H -3.310 7.231 -2.299 0.09
H 4.896 -7.936 -2.485 0.12
H -3.014 2.742 -1.617 0.10
H 0.798 -1.684 -1.047 0.08
H 0.265 9.429 7.674 0.08
H 0.194 -0.834 1.281 0.12
H 1.450 2.060 -2.068 0.02
H -1.901 5.158 -2.439 0.11
H -2.989 0.773 -3.519 0.11
H -4.188 0.857 -2.176 0.11
H 1.144 -1.644 -5.567 0.08
H 2.442 6.963 4.837 0.12
H -1.341 -1.339 -7.097 0.04
H 4.625 -6.333 -3.724 0.11
H 4.532 -3.991 -4.354 0.11
H 4.888 -2.805 1.805 0.08
H 6.445 -7.647 -3.109 0.12
H 1.325 5.212 6.475 0.11
H -5.367 -0.519 -3.230 0.11
H -8.200 1.894 0.449 0.10
H 3.286 -4.728 4.307 0.12
H 5.638 -4.695 3.612 0.12
H 5.742 -3.043 0.377 0.08
H -8.112 1.849 -1.357 0.11
H 2.197 -2.633 -4.591 0.06
H 3.061 4.630 4.513 0.11
H -10.430 2.357 -1.490 0.08
H -6.562 2.132 2.037 0.10
H -0.066 -0.095 -4.256 0.11
H 3.835 -3.799 -1.534 0.08
H -1.253 -0.797 -2.134 0.12
H -2.874 2.489 2.482 0.06
H 7.053 -6.637 -0.776 0.12
H 0.098 3.762 0.542 0.08
H 4.681 -6.063 3.054 0.11
H -3.815 -1.485 -6.258 0.08
H 2.942 -2.964 -2.767 0.05
H 3.587 -1.986 -1.584 0.09
H 1.638 1.709 3.591 0.07
H -6.085 0.867 -3.698 0.12
H -5.805 2.203 -0.385 0.10
H 0.742 -5.207 3.454 0.12
H 3.476 -3.329 3.353 0.10
H 7.473 -9.753 0.681 0.09
H -0.154 -5.581 1.064 0.12
H -0.625 -3.848 -1.152 0.10
H 6.831 -5.253 -3.846 0.12
H -0.035 8.039 8.616 0.09
H -10.802 4.001 -1.155 0.09
H -0.736 -4.030 1.710 0.11
H -1.087 -1.383 0.478 0.11
H 1.544 1.102 -0.884 -0.01
H -6.414 3.670 -1.278 0.11
H 0.980 -3.550 2.997 0.11
H -10.681 2.806 0.213 0.09
H 6.461 -4.529 -2.205 0.12
H -6.189 4.600 3.635 0.12
H 2.322 8.738 6.575 0.12
H 1.178 -3.874 -1.566 0.07
H -3.760 2.729 -4.394 0.12
H -3.855 1.781 3.712 0.09
H 6.141 -3.236 -4.407 0.12
H -3.172 6.687 -0.551 0.09
H -6.035 3.015 4.080 0.12
H 1.499 -0.146 -3.334 0.12
H 6.602 -3.204 1.908 0.09
H 2.660 -4.252 1.451 0.10
H -4.667 6.875 -1.321 0.09
H -3.298 -1.319 -4.630 0.08
H 6.381 -8.429 1.411 0.08
```

=====

<Q>
Here is a 9-piece molecular cluster, C36H96N6O15 overall from the OMol25 dataset. Energies are from ωB97M-V/def2-TZVPD.

## Properties
SMILES string = COCCNCCOC.COCCNCCOC.COCCNCCOC.COCCNCCOC.COCCNCCOC.COCCNCCOC.O.O.O
HOMO level = -8.06 eV
charge = 0
Kohn-Sham gap = 8.41 eV

The geometry in XYZ format:
```
153
Properties=species:S:1:pos:R:3:lowdin_charge:R:1
O 12.998 -4.780 12.431 -0.06
O 10.588 -12.263 12.210 -0.18
O 8.303 -4.430 11.033 -0.26
O 4.888 -7.764 6.706 -0.22
O 3.031 -3.400 7.300 -0.20
O 10.173 -5.987 7.504 -0.19
O -3.350 -9.230 8.701 -0.18
O 1.880 -7.528 14.416 -0.07
O 8.962 -10.199 6.881 -0.19
O 0.364 -3.876 16.848 -0.18
O 1.710 -3.785 11.930 -0.19
O 7.816 -2.630 8.948 -0.07
O 0.268 -6.785 6.918 -0.16
O 7.760 -9.626 12.233 -0.25
O 2.636 -8.505 10.335 -0.23
N 0.257 -5.033 14.391 -0.08
N -2.353 -6.377 8.623 -0.05
N 4.119 -5.526 5.129 -0.06
N 8.185 -7.939 8.562 -0.01
N 5.959 -7.143 10.541 -0.04
N 7.918 -11.796 10.876 -0.05
C -1.065 -5.705 8.663 -0.22
C 6.702 -10.535 12.579 -0.16
C 9.883 -13.217 11.441 -0.23
C 1.306 -5.145 12.138 -0.21
C 4.714 -7.609 9.918 -0.15
C 3.603 -3.307 5.999 -0.21
C 0.022 -5.144 12.950 -0.19
C 1.448 -4.619 17.363 -0.11
C 5.839 -7.223 5.807 -0.22
C -0.807 -4.635 16.584 -0.21
C 9.537 -4.382 11.723 -0.09
C -4.134 -10.399 8.730 -0.11
C 8.521 -10.424 8.206 -0.24
C -2.568 -7.255 9.767 -0.22
C 4.514 -9.073 6.338 -0.12
C 1.615 -8.993 11.148 -0.12
C -3.671 -8.288 9.688 -0.25
C 7.618 -9.275 8.663 -0.20
C 9.567 -7.755 8.967 -0.18
C 1.454 -7.034 7.636 -0.09
C 5.128 -6.468 4.671 -0.21
C 9.950 -11.109 6.463 -0.12
C 7.461 -5.526 11.351 -0.20
C 10.573 -12.571 13.588 -0.11
C 1.970 -2.495 7.435 -0.15
C 3.979 -8.653 10.780 -0.18
C 9.815 -4.674 7.078 -0.09
C 3.013 -3.726 11.340 -0.08
C -0.377 -5.599 7.310 -0.21
C 8.105 -8.756 13.289 -0.10
C 6.350 -5.765 10.331 -0.19
C 9.876 -6.279 8.866 -0.22
C 4.697 -4.343 5.825 -0.17
C 6.549 -11.427 11.281 -0.16
C -1.016 -4.800 15.085 -0.20
C 8.366 -13.075 11.457 -0.21
H 8.838 -8.064 12.888 0.08
H 3.911 -9.436 7.174 0.08
H 3.908 -2.276 5.776 0.12
H -0.851 -5.560 17.164 0.12
H 10.254 -13.216 10.417 0.12
H 5.842 -9.971 12.943 0.11
H 9.070 -5.652 9.257 0.09
H 10.807 -6.062 9.410 0.12
H 8.532 -11.120 11.315 0.08
H 9.311 -4.356 12.792 0.09
H 4.001 -6.827 9.681 0.12
H -1.187 -4.735 9.157 0.12
H -1.471 -3.887 14.679 0.12
H 10.059 -14.229 11.831 0.12
H -2.592 -6.810 7.743 0.11
H 2.271 -6.652 14.453 0.01
H 7.198 -8.255 13.651 0.09
H 12.756 -3.958 12.874 0.03
H 10.172 -4.493 6.067 0.09
H 1.958 -3.986 18.089 0.09
H -1.637 -5.668 14.850 0.12
H 5.928 -5.970 4.108 0.12
H 6.819 -5.719 9.336 0.10
H 1.577 -8.543 12.148 0.07
H 8.722 -4.667 7.017 0.08
H 8.739 -2.503 8.712 0.01
H 2.081 -5.008 16.560 0.07
H 8.013 -11.394 8.214 0.12
H 5.858 -12.248 11.461 0.12
H 3.976 -9.242 5.402 0.09
H 6.542 -7.973 5.424 0.12
H 8.463 -9.255 14.199 0.09
H 0.618 -8.893 10.713 0.07
H 9.683 -8.009 10.024 0.12
H -0.656 -4.360 12.600 0.12
H 0.993 -7.401 14.769 0.03
H -1.617 -7.735 10.037 0.10
H 10.240 -3.953 7.778 0.08
H 2.350 -1.465 7.458 0.09
H 6.676 -9.301 8.109 0.10
H -0.360 -6.240 9.316 0.08
H -3.786 -11.103 9.496 0.09
H 2.270 -6.357 7.360 0.07
H 4.648 -7.113 3.930 0.11
H 10.232 -5.169 11.422 0.07
H 1.174 -5.513 17.938 0.09
H -1.177 -5.392 6.594 0.13
H 2.118 -5.596 12.715 0.10
H 7.820 -3.395 9.563 0.00
H 0.913 -4.312 14.663 0.11
H 10.061 -10.942 5.389 0.09
H 8.059 -13.849 10.744 0.12
H 11.070 -11.737 14.087 0.09
H 10.936 -10.897 6.892 0.09
H 7.301 -9.622 9.656 0.07
H 7.929 -13.255 12.445 0.11
H 1.257 -5.672 11.180 0.11
H 11.151 -13.483 13.766 0.09
H 9.638 -12.142 6.650 0.09
H 12.757 -5.474 13.055 0.04
H 0.325 -4.760 7.290 0.10
H 1.448 -2.624 8.386 0.08
H 5.473 -3.958 5.163 0.12
H 8.091 -6.424 11.307 0.10
H 1.210 -2.595 6.651 0.09
H 9.978 -3.428 11.436 0.10
H 6.137 -10.769 10.517 0.07
H 8.028 -7.660 7.603 0.10
H 3.570 -4.636 11.576 0.07
H -3.941 -10.931 7.797 0.09
H 9.307 -10.446 8.973 0.11
H 7.073 -5.436 12.371 0.13
H 1.796 -8.047 7.448 0.09
H -5.196 -10.165 8.829 0.09
H -3.728 -8.704 10.702 0.12
H -4.638 -7.793 9.533 0.13
H 4.098 -8.385 11.838 0.12
H 1.736 -10.081 11.285 0.09
H 5.156 -4.728 6.737 0.11
H 5.030 -8.142 9.014 0.09
H 3.538 -2.820 11.628 0.09
H 4.267 -9.703 10.669 0.11
H 6.480 -6.541 6.372 0.10
H -0.393 -6.148 12.809 0.12
H 5.566 -5.015 10.388 0.11
H 5.363 -9.769 6.326 0.08
H -1.673 -4.075 16.955 0.12
H -2.831 -6.591 10.604 0.12
H 6.683 -7.822 10.365 0.06
H 3.570 -6.063 5.797 0.08
H 7.130 -11.160 13.373 0.11
H 10.314 -8.239 8.328 0.13
H 1.340 -6.888 8.712 0.06
H 9.565 -12.624 14.011 0.08
H 2.847 -3.702 10.256 0.08
H 2.804 -3.508 5.274 0.12
```

=====

Of them, <P> has the lowest stability.